7
Properties=species:S:1:pos:R:3 method="wB97M-V/def2-TZVPD" e_homo_ev=-26.569 lumo_energy_ev=-19.381 gap_ev=7.188 total_charge=+3
Br 0.86307 0.31146 1.77097
V 0.41138 1.03876 4.12358
N -0.22612 -0.27868 -1.17831
H 0.04819 -0.01804 -0.24187
H -0.67098 -1.18543 -1.17737
H -0.95176 0.37085 -1.44600
H 0.52623 -0.23891 -1.85100